Entry 1:
Formula: C16H41ClF5N2O8
Source: OMol25
Level of theory: the ωB97M-V functional and the def2-TZVPD basis

ORCA input file:
```
! RIJCOSX wB97M-V def2-TZVPD def2/J DEFGRID3
* xyz 1 1
F 3.41 1.41 0.27
C 2.19 1.52 -0.35
F 1.83 0.33 -0.92
F 2.28 2.46 -1.32
C 1.12 1.83 0.77
F -0.01 1.05 0.62
F 1.70 1.46 1.98
C 0.67 3.31 0.88
C -0.24 3.79 -0.33
C -1.76 3.92 0.02
N -2.51 2.65 -0.11
C -2.72 1.96 -1.32
C -3.52 0.83 -0.91
N -3.71 0.93 0.47
C -3.09 2.05 0.96
Cl -3.12 2.57 2.64
H 0.09 3.43 1.84
H 1.54 4.01 0.98
H -0.05 3.18 -1.26
H 0.11 4.83 -0.58
H -1.87 4.32 1.06
H -2.21 4.64 -0.71
H -2.36 2.25 -2.32
H -3.92 0.06 -1.60
H -4.25 0.22 0.97
C -0.94 -2.33 -1.90
O -0.86 -0.91 -2.05
H -1.99 -2.63 -1.87
H -0.46 -2.82 -2.75
H -0.45 -2.64 -0.98
H 0.07 -0.68 -2.08
C -0.34 -6.02 -0.84
O -0.25 -5.26 -2.03
H -0.96 -5.48 -0.12
H -0.80 -6.99 -1.05
H 0.66 -6.16 -0.41
H 0.31 -5.76 -2.64
C 5.99 2.69 2.41
O 5.81 1.64 1.47
H 7.05 2.76 2.65
H 5.66 3.64 1.99
H 5.43 2.47 3.32
H 4.87 1.60 1.27
C -5.11 0.27 5.59
O -4.76 -0.65 4.56
H -5.98 -0.12 6.13
H -4.28 0.38 6.28
H -5.37 1.23 5.15
H -4.00 -0.28 4.10
C 2.19 -8.36 -2.20
O 2.27 -6.94 -2.35
H 1.14 -8.64 -2.17
H 2.66 -8.85 -3.05
H 2.68 -8.67 -1.28
H 3.21 -6.72 -2.38
C -4.58 -3.29 2.92
O -4.49 -2.48 1.74
H -5.26 -2.81 3.62
H -4.97 -4.27 2.66
H -3.59 -3.38 3.38
H -3.89 -2.92 1.14
C 1.50 7.75 -2.21
O 1.56 6.50 -1.52
H 0.46 8.00 -2.38
H 1.97 8.53 -1.60
H 2.02 7.67 -3.16
H 2.49 6.30 -1.38
C 4.06 -0.72 -3.31
O 4.15 -1.25 -1.99
H 4.66 -1.34 -3.98
H 3.02 -0.73 -3.65
H 4.44 0.30 -3.33
H 3.61 -0.69 -1.43
*
```

Its max |F| is 3.65 eV/Å. Its LUMO energy is -2.778 eV. The calculation puts the energy at -2304.81252 a.u.

Entry 2:
Formula: C16H41ClN3O9
Source: OMol25
Level of theory: the ωB97M-V functional and the def2-TZVPD basis

ORCA input file:
```
! RIJCOSX wB97M-V def2-TZVPD def2/J DEFGRID3
* xyz -1 1
Cl -1.31 -1.15 0.37
O 0.13 -1.38 0.28
O -1.68 -0.98 1.74
O -1.65 0.01 -0.42
O -1.98 -2.32 -0.18
C 3.21 -4.54 -0.83
O 2.49 -4.10 -1.91
C 1.11 -3.98 -1.64
C 0.45 -3.28 -2.81
N 0.72 -1.89 -2.79
C -0.13 -1.15 -3.69
C 0.11 -1.44 -5.17
O 1.48 -1.31 -5.54
C 1.65 -1.27 -6.93
H 2.76 -5.44 -0.36
H 3.25 -3.79 -0.02
H 4.20 -4.83 -1.16
H 0.93 -3.44 -0.70
H 0.61 -4.96 -1.47
H -0.64 -3.50 -2.82
H 0.80 -3.79 -3.71
H 0.51 -1.54 -1.86
H 0.15 -0.10 -3.49
H -1.21 -1.26 -3.50
H -0.52 -0.72 -5.72
H -0.23 -2.47 -5.40
H 1.20 -0.37 -7.36
H 1.19 -2.15 -7.42
H 2.72 -1.30 -7.13
C -3.12 2.37 -3.48
O -1.81 2.37 -3.12
C -1.37 3.60 -2.65
C -1.56 3.70 -1.13
N -0.73 2.71 -0.44
C -0.90 2.77 1.00
C -0.03 3.86 1.65
O -0.12 3.77 3.05
C 0.99 3.14 3.66
H -3.40 3.27 -4.04
H -3.76 2.35 -2.59
H -3.32 1.48 -4.05
H -1.85 4.40 -3.21
H -0.29 3.60 -2.80
H -2.65 3.60 -0.88
H -1.31 4.72 -0.82
H -1.03 1.76 -0.70
H -0.64 1.83 1.51
H -1.94 2.96 1.29
H -0.41 4.84 1.36
H 1.01 3.83 1.31
H 0.91 2.98 4.74
H 1.91 3.75 3.54
H 1.17 2.17 3.19
C -1.51 -1.63 5.00
C -0.51 -0.52 5.04
C 0.87 -0.88 4.55
O 1.76 0.23 4.61
C 2.39 0.40 5.87
N -1.13 0.64 4.34
H -2.54 -1.28 5.10
H -1.30 -2.35 5.80
H -1.54 -2.12 4.02
H -0.48 -0.18 6.09
H 0.81 -1.15 3.49
H 1.34 -1.69 5.13
H 3.29 1.00 5.71
H 2.75 -0.51 6.37
H 1.73 0.95 6.57
H -0.46 1.37 4.13
H -1.53 0.32 3.45
*
```

Its max |F| is 2.10 eV/Å. Its LUMO energy is 2.880 eV. The calculation puts the energy at -1935.54348 a.u. For the energy above the lowest of the compared OMol25 structures with the same formula, charge and spin, the calculation gives 0.00 kJ/mol.